The following is a DFT calculation (ωB97M-V/def2-TZVPD) of a molecular structure, C22H58AsF6O19.

Properties
Frontier orbital gap: 8.8814 eV
Net charge: -1
LUMO: 1.7 eV

```
106
C22H58AsF6O19 | the Open Molecules 2025 dataset | ωB97M-V/def2-TZVPD
As -0.5771 -0.5774 -0.1978
F -1.9301 0.5955 -0.4263
F -0.7826 -0.2122 1.5280
F 0.7970 -1.7066 0.0054
F -0.4674 -0.7646 -1.9355
F 0.6130 0.7852 -0.2703
F -1.7099 -1.9500 -0.0475
C -4.2462 -1.0223 -2.1757
O -5.3695 -0.8801 -3.0796
H -3.4151 -1.4440 -2.7375
H -4.0855 -0.0107 -1.8017
H -4.5954 -1.5974 -1.3175
H -5.9781 -0.3172 -2.5953
C -1.7462 1.5131 -4.1242
O -0.8552 0.4026 -4.3186
H -2.1028 1.9054 -5.0768
H -2.6108 1.1726 -3.5538
H -1.2821 2.3705 -3.6338
H -0.9369 -0.1362 -3.5265
C 3.9820 -2.3148 -1.2339
O 4.5725 -2.9327 -2.3404
H 3.4240 -1.4644 -1.6285
H 3.2617 -2.9771 -0.7540
H 4.7800 -1.9046 -0.6140
H 4.5224 -3.8873 -2.2588
C 0.9288 -3.3470 -3.6375
O 0.2797 -3.9918 -4.7193
H 1.1252 -4.0806 -2.8556
H 1.8329 -2.8972 -4.0506
H 0.2445 -2.5501 -3.3504
H 0.6775 -4.8612 -4.8061
C -0.1168 1.3538 4.5550
O 0.8834 1.8622 5.4175
H -0.7685 0.5641 4.9319
H -0.6534 2.2226 4.1763
H 0.3596 0.9117 3.6776
H 1.5707 1.2060 5.5512
C -0.7548 -4.7299 0.2236
O -0.3151 -5.9920 0.7159
H -0.5451 -3.9542 0.9608
H -0.2432 -4.4637 -0.7003
H -1.8316 -4.7469 0.0508
H -0.7063 -6.0264 1.5924
C -4.4736 1.3258 1.4438
O -3.2141 1.4932 2.1023
H -4.3274 1.5282 0.3813
H -4.8170 0.2895 1.4448
H -5.1998 1.9773 1.9272
H -2.6422 0.7930 1.7747
C -3.1893 -2.5769 2.7582
O -4.0659 -2.9901 3.7595
H -2.7929 -3.4544 2.2468
H -3.6692 -2.0338 1.9421
H -2.3961 -1.9704 3.1974
H -4.5347 -2.2108 4.0679
C 1.1411 3.1742 1.7265
O 1.9797 3.1225 2.8947
H 0.7708 4.1907 1.5990
H 1.7353 2.8775 0.8611
H 0.2582 2.5325 1.7390
H 2.4251 2.2690 2.8686
C 3.3897 -0.0900 1.4187
O 3.3839 0.8374 2.4923
H 4.4036 -0.4602 1.2602
H 2.7389 -0.9252 1.6801
H 3.0222 0.3289 0.4830
H 3.4229 0.3204 3.3004
C 0.8719 -2.1347 4.1221
C 0.5936 -3.3173 5.0196
C 1.8821 -3.8768 5.6822
O 1.4508 -4.2263 7.0077
C 0.3352 -3.5433 7.2639
O -0.2067 -3.4994 8.3667
O -0.0452 -2.8480 6.1941
H 1.4952 -1.4064 4.6404
H -0.0215 -1.6072 3.7858
H 1.2799 -2.4238 3.1525
H 0.0027 -4.1091 4.5589
H 2.7223 -3.1875 5.7611
H 2.1631 -4.7349 5.0715
C -1.5770 3.9467 -0.7914
C -0.3176 4.2266 -1.6236
C -0.6430 5.2180 -2.7760
O 0.4964 6.0230 -2.7551
C 1.0297 5.9854 -1.5674
O 1.8139 6.8175 -1.1440
O 0.5932 4.9566 -0.8565
H -2.2699 3.2533 -1.2702
H -2.0817 4.8622 -0.4853
H -1.2996 3.3281 0.0632
H 0.1968 3.2918 -1.8480
H -1.5427 5.7971 -2.5683
H -0.7570 4.6273 -3.6845
C 2.3086 1.9562 -2.8864
C 2.3208 2.4442 -4.3529
C 1.9939 1.4304 -5.4307
O 1.2696 2.1958 -6.3549
C 0.9118 3.3907 -5.8269
O 0.2204 4.2153 -6.3854
O 1.4026 3.5304 -4.5736
H 1.4403 1.3439 -2.6384
H 2.3745 2.7364 -2.1282
H 3.1511 1.2929 -2.6850
H 3.3243 2.8678 -4.4203
H 1.5269 0.5739 -4.9452
H 3.0124 1.1299 -5.6800
```